97
Properties=species:S:1:pos:R:3 method="wB97M-V/def2-TZVPD" spin_multiplicity=3 s2=2.0132 orbital_gap_ev="6.7 / 7.7" charge=+1 homo_ev="-9.03 / -10.59" e_above_lowest_kcal_mol=0.0 e_tot_ev=-85950.160
C -2.00 -0.91 2.23
C -2.92 -0.84 0.09
C -3.22 -1.31 2.76
C -4.15 -1.22 0.57
C -4.31 -1.47 1.93
H -3.27 -1.45 3.84
H -4.98 -1.30 -0.13
H -5.28 -1.77 2.33
N -1.84 -0.74 0.90
P 0.20 0.82 2.33
P -1.03 -0.98 -2.03
C -0.80 -0.55 3.10
H -1.13 -0.23 4.10
H -0.17 -1.44 3.21
C -2.69 -0.34 -1.31
H -3.53 -0.58 -1.97
C -0.92 -0.10 -3.74
C -1.22 -2.84 -2.21
C -0.73 2.45 2.67
C 1.84 0.76 3.25
C 0.04 1.11 -3.71
H 1.08 0.78 -3.82
H -0.13 1.77 -4.57
H -0.10 1.72 -2.81
C -0.36 -1.08 -4.77
H 0.66 -1.41 -4.52
H -1.00 -1.95 -4.92
H -0.28 -0.54 -5.73
C -2.27 0.46 -4.20
H -2.20 0.61 -5.29
H -3.13 -0.18 -3.99
H -2.44 1.45 -3.75
C 0.15 -3.39 -2.72
H 0.99 -2.70 -2.54
H 0.41 -4.32 -2.20
H 0.12 -3.62 -3.79
C -1.51 -3.47 -0.84
H -0.88 -3.04 -0.06
H -2.55 -3.37 -0.54
H -1.26 -4.55 -0.87
C -2.39 -3.17 -3.17
H -2.96 -2.31 -3.54
H -2.03 -3.74 -4.05
H -3.12 -3.82 -2.66
C 2.76 1.87 2.69
H 3.81 1.55 2.75
H 2.54 2.12 1.64
H 2.69 2.81 3.26
C 2.49 -0.63 3.04
H 1.82 -1.46 3.27
H 2.83 -0.78 2.02
H 3.37 -0.70 3.69
C 1.65 0.93 4.77
H 2.33 0.24 5.30
H 1.91 1.95 5.09
H 0.64 0.69 5.12
C -2.13 2.41 2.00
H -2.90 2.72 2.73
H -2.18 3.10 1.15
H -2.43 1.44 1.62
C 0.10 3.59 2.04
H 0.43 3.34 1.02
H -0.54 4.48 1.97
H 0.98 3.86 2.64
C -0.94 2.70 4.17
H -1.51 1.89 4.65
H -0.01 2.85 4.73
H -1.53 3.62 4.28
Ti 0.03 0.17 -0.01
C 0.77 -1.60 0.32
O 1.43 -2.54 0.55
N -1.23 1.55 -0.84
C -2.41 1.22 -1.21
C -3.52 2.17 -1.53
C -3.13 3.47 -1.87
C -4.88 1.83 -1.53
C -4.09 4.42 -2.24
H -2.07 3.72 -1.85
C -5.84 2.79 -1.89
H -5.19 0.82 -1.24
C -5.45 4.09 -2.25
H -3.77 5.42 -2.53
H -6.90 2.52 -1.89
H -6.20 4.82 -2.53
C 3.68 -0.11 -2.26
C 4.47 0.44 -1.11
C 3.49 0.18 0.03
O 2.16 0.53 -0.49
C 2.26 0.40 -1.94
H 3.98 0.20 -3.25
H 3.64 -1.20 -2.26
H 4.62 1.53 -1.23
H 5.45 0.02 -0.95
H 3.55 -0.88 0.30
H 3.71 0.73 0.93
H 2.11 1.41 -2.38
H 1.46 -0.31 -2.28

=====

9
Properties=species:S:1:pos:R:3 method="wB97M-V/def2-TZVPD" smiles="S=CCC=S" orbital_gap_ev=8.0 charge=0 homo_ev=-8.91 e_above_lowest_kcal_mol=23.3 e_tot_ev=-24844.629
S -2.59 -0.32 -0.30
C -1.14 0.35 -0.48
C -0.02 0.30 0.48
C 1.09 -0.65 0.05
S 2.55 -0.12 -0.41
H -0.84 0.89 -1.38
H 0.36 1.34 0.53
H -0.28 -0.09 1.47
H 0.88 -1.70 0.04

=====

95
Properties=species:S:1:pos:R:3 method="wB97M-V/def2-TZVPD" smiles="C=C[C@H]1OS(=O)(=O)O[C@]1(C=C)Cc1ccccc1C.O=C1OC[C@@H](F)O1.O=C1OC[C@@H](F)O1.O=C1OC[C@@H](F)O1.O=C1OC[C@@H](F)O1.O=C1OC[C@@H](F)O1.O=C1OC[C@@H](F)O1" orbital_gap_ev=8.1 charge=0 homo_ev=-8.05 e_tot_ev=-105909.318
C 1.47 3.08 3.40
C 1.67 2.23 2.24
C 0.39 1.73 1.43
O 0.12 2.81 0.48
S -0.02 2.19 -1.07
O -1.31 2.58 -1.72
O 1.18 2.72 -1.81
O 0.18 0.58 -0.66
C 0.35 0.28 0.77
C 1.67 -0.63 0.73
C 2.55 -0.90 1.82
C -0.81 -0.69 1.38
C -2.25 0.01 1.08
C -2.85 -0.13 -0.36
C -4.20 0.56 -0.69
C -4.93 1.37 0.41
C -4.41 1.50 1.87
C -3.04 0.80 2.18
C -2.52 0.95 3.69
H 0.93 2.61 4.29
H 1.87 4.15 3.47
H 2.76 1.97 1.99
H -0.45 1.84 2.19
H 1.89 -1.16 -0.27
H 2.16 -1.26 2.82
H 3.68 -0.76 1.60
H -0.67 -0.85 2.52
H -0.75 -1.68 0.80
H -2.26 -0.74 -1.14
H -4.62 0.47 -1.74
H -5.91 1.89 0.09
H -4.98 2.11 2.66
H -3.38 1.19 4.42
H -1.80 1.83 3.74
H -1.96 0.01 4.06
O -0.79 1.57 6.42
C -1.19 0.70 7.14
O -1.65 -0.51 6.70
C -1.89 -1.30 7.86
C -2.08 -0.26 8.92
F -1.64 -0.71 10.12
O -1.23 0.79 8.50
H -1.03 -1.94 8.04
H -2.78 -1.93 7.73
H -3.10 0.11 9.01
O 0.71 2.05 -7.55
C 0.39 2.84 -6.72
O 1.25 3.43 -5.84
C 0.50 4.40 -5.12
C -0.90 3.89 -5.26
F -1.78 4.92 -5.29
O -0.89 3.28 -6.54
H 0.65 5.38 -5.58
H 0.82 4.45 -4.08
H -1.19 3.17 -4.50
O -3.01 -3.19 -0.05
C -2.85 -3.60 -1.17
O -3.44 -3.05 -2.27
C -2.89 -3.73 -3.40
C -2.44 -5.03 -2.80
F -1.34 -5.50 -3.44
O -2.06 -4.66 -1.49
H -2.07 -3.15 -3.81
H -3.64 -3.87 -4.17
H -3.21 -5.80 -2.76
O 3.24 0.57 5.06
C 4.39 0.34 4.82
O 5.38 0.35 5.77
C 6.56 -0.09 5.12
C 6.28 0.22 3.69
F 6.89 -0.68 2.87
O 4.88 0.05 3.59
H 6.70 -1.16 5.30
H 7.44 0.44 5.50
H 6.55 1.24 3.38
O 5.83 1.95 1.07
C 5.44 1.97 -0.06
O 4.17 1.63 -0.44
C 4.07 1.90 -1.83
C 5.50 1.86 -2.27
F 5.73 2.71 -3.29
O 6.20 2.32 -1.13
H 3.62 2.89 -1.97
H 3.46 1.16 -2.33
H 5.86 0.86 -2.53
O -4.12 -2.91 -5.63
C -3.74 -3.63 -6.50
O -4.24 -3.62 -7.77
C -3.45 -4.53 -8.53
C -2.89 -5.43 -7.47
F -1.66 -5.88 -7.81
O -2.77 -4.57 -6.35
H -2.67 -3.97 -9.06
H -4.05 -5.07 -9.26
H -3.54 -6.27 -7.21

=====

115
Properties=species:S:1:pos:R:3 method="wB97M-V/def2-TZVPD" orbital_gap_ev=7.6 charge=-1 homo_ev=-5.61 e_above_lowest_kcal_mol=0.0 e_tot_ev=-118140.981
C 0.33 -1.09 -0.39
F 1.65 -0.87 -0.56
F -0.19 -1.35 -1.61
F 0.14 -2.16 0.39
S -0.49 0.36 0.36
O 0.10 0.44 1.70
O -0.14 1.49 -0.47
O -1.88 -0.02 0.35
C 1.42 3.57 4.83
C 0.46 2.48 4.39
C -0.60 2.95 3.36
C -1.08 4.31 3.54
N -1.44 5.39 3.68
H 2.02 3.27 5.69
H 0.90 4.48 5.15
H 2.08 3.85 4.00
H -0.06 2.04 5.25
H 0.99 1.67 3.89
H -1.46 2.28 3.47
H -0.22 2.83 2.35
C 2.95 3.32 -4.64
C 3.29 2.21 -3.63
C 1.99 1.59 -3.15
S 0.77 1.90 -4.48
O -0.19 2.90 -4.09
O 0.32 0.67 -5.10
C 1.98 2.65 -5.59
H 3.87 3.68 -5.10
H 2.49 4.15 -4.10
H 3.90 2.55 -2.79
H 3.92 1.44 -4.09
H 1.61 2.01 -2.22
H 1.98 0.50 -3.05
H 1.46 3.30 -6.28
H 2.50 1.84 -6.10
C -1.89 -2.04 -5.50
C -2.03 -2.62 -4.08
C -2.97 -1.68 -3.36
S -4.21 -1.19 -4.57
O -4.22 0.24 -4.68
O -5.46 -1.88 -4.39
C -3.32 -1.90 -5.98
H -1.28 -2.72 -6.11
H -1.33 -1.10 -5.52
H -1.04 -2.74 -3.63
H -2.50 -3.59 -4.17
H -2.53 -0.75 -3.00
H -3.43 -2.09 -2.46
H -3.51 -1.32 -6.88
H -3.73 -2.91 -6.05
C 3.99 -1.47 3.44
C 2.53 -1.04 3.54
C 1.97 -1.86 4.72
S 2.57 -3.52 4.37
O 1.68 -4.24 3.49
O 3.02 -4.12 5.60
C 4.01 -2.99 3.39
H 4.57 -1.07 4.27
H 4.45 -1.06 2.54
H 1.93 -1.34 2.68
H 2.37 0.02 3.73
H 0.91 -1.86 4.96
H 2.55 -1.64 5.62
H 3.90 -3.46 2.41
H 4.84 -3.51 3.86
N 2.39 2.30 0.84
C 3.67 1.87 1.07
C 4.52 2.73 0.43
C 3.72 3.76 -0.13
C 2.41 3.45 0.11
H 1.57 1.74 1.02
H 3.78 0.93 1.59
H 5.59 2.65 0.40
H 4.05 4.64 -0.65
H 1.49 3.90 -0.23
N 2.91 -5.63 0.41
C 2.57 -4.34 0.10
C 3.19 -4.00 -1.06
C 3.98 -5.12 -1.46
C 3.69 -6.14 -0.59
H 2.55 -6.15 1.19
H 1.84 -3.86 0.74
H 3.06 -3.05 -1.56
H 4.62 -5.12 -2.32
H 4.11 -7.13 -0.53
N -1.45 -1.23 3.44
C -2.16 -0.78 4.52
C -2.39 -1.84 5.37
C -1.83 -2.99 4.75
C -1.23 -2.58 3.58
H -1.13 -0.66 2.67
H -2.45 0.25 4.56
H -2.81 -1.77 6.36
H -1.91 -4.02 5.04
H -0.85 -3.15 2.76
N -2.18 3.67 -0.87
C -2.81 4.31 0.16
C -3.78 5.12 -0.39
C -3.70 4.98 -1.80
C -2.67 4.12 -2.06
H -1.46 2.97 -0.78
H -2.61 4.04 1.18
H -4.46 5.76 0.14
H -4.35 5.44 -2.53
H -2.30 3.72 -3.00
N -4.37 -0.81 -0.52
C -4.88 -1.82 0.24
C -6.20 -2.00 -0.09
C -6.48 -1.09 -1.15
C -5.36 -0.33 -1.35
H -3.46 -0.39 -0.39
H -4.25 -2.31 0.97
H -6.87 -2.72 0.36
H -7.35 -0.99 -1.78
H -5.16 0.50 -2.00

=====

11
Properties=species:S:1:pos:R:3 method="wB97M-V/def2-TZVPD" orbital_gap_ev=10.3 charge=0 homo_ev=-9.84 e_above_lowest_kcal_mol=45.6 e_tot_ev=-21281.544
H -1.51 -1.73 -1.36
N -0.88 -1.28 -0.70
C -1.15 -0.19 -0.24
Cl -2.60 0.81 -0.22
C 0.06 0.65 0.70
O -0.09 2.01 0.72
C 1.21 0.31 -0.24
O 1.31 1.10 -1.18
H -0.05 0.30 1.70
H -0.03 2.27 -0.25
H 1.69 -0.67 -0.21

=====

18
Properties=species:S:1:pos:R:3 method="wB97M-V/def2-TZVPD" orbital_gap_ev=8.6 charge=0 homo_ev=-8.24 e_above_lowest_kcal_mol=30.9 e_tot_ev=-28812.123
C -0.93 -2.52 -0.24
C 0.27 -1.85 -0.58
C -1.56 -1.57 0.57
C -0.87 0.59 1.51
N 0.40 -0.61 0.00
N -0.07 1.55 1.63
N -0.76 -0.53 0.66
N -0.10 1.46 -1.49
P 1.53 1.66 1.23
P 1.24 1.21 -0.90
H -1.34 -3.50 -0.55
H 0.99 -2.26 -1.25
H -2.46 -1.54 1.17
H -1.78 0.62 2.14
H -0.30 1.80 -2.40
H 1.42 3.12 1.28
H 2.25 0.23 -1.32
H 2.06 2.17 -1.44

=====

61
Properties=species:S:1:pos:R:3 method="wB97M-V/def2-TZVPD" spin_multiplicity=2 s2=0.7587 orbital_gap_ev="5.3 / 5.8" charge=+3 homo_ev="-17.78 / -17.78" e_tot_ev=-45567.819
Re 0.15 0.02 0.02
C -0.01 -3.04 -0.53
C 1.23 -3.00 0.38
C 0.95 -2.40 1.74
C 1.18 -3.14 2.89
C 0.93 -2.57 4.13
C 0.43 -1.28 4.18
C 0.21 -0.61 3.00
N 0.46 -1.15 1.80
N -0.31 -1.76 -1.22
C 0.41 -1.58 -2.50
C 0.20 -0.16 -2.97
C 0.11 0.20 -4.31
C -0.08 1.54 -4.64
C -0.17 2.48 -3.62
C -0.08 2.05 -2.31
N 0.09 0.76 -1.99
C -1.77 -1.75 -1.56
C -2.57 -1.14 -0.45
C -3.91 -1.43 -0.25
C -4.63 -0.71 0.70
C -3.97 0.28 1.42
C -2.62 0.49 1.19
N -1.93 -0.20 0.28
H 0.11 -3.84 -1.27
H -0.86 -3.28 0.11
H 1.58 -4.02 0.52
H 2.05 -2.44 -0.09
H 1.58 -4.14 2.82
H 1.12 -3.13 5.04
H 0.21 -0.80 5.12
H -0.17 0.41 3.01
H 1.48 -1.75 -2.37
H 0.05 -2.29 -3.25
H 0.20 -0.56 -5.07
H -0.17 1.83 -5.68
H -0.31 3.52 -3.84
H -0.16 2.75 -1.49
H -1.94 -1.14 -2.45
H -2.11 -2.76 -1.80
H -4.39 -2.20 -0.85
H -5.68 -0.92 0.86
H -4.50 0.87 2.15
H -2.09 1.25 1.73
C 4.04 -0.85 -1.51
C 3.61 0.24 -0.61
N 2.41 0.55 -0.12
C 2.58 1.71 0.60
C 3.90 2.10 0.56
N 4.51 1.15 -0.20
C 4.74 3.25 1.11
O 4.15 4.17 1.79
O 5.91 3.18 0.86
C 1.42 2.37 1.26
O 1.57 3.39 1.90
O 0.31 1.75 1.06
H 3.31 -1.65 -1.61
H 4.97 -1.30 -1.14
H 4.26 -0.44 -2.50
H 5.51 1.17 -0.42
H 3.18 4.12 1.96

=====

16
Properties=species:S:1:pos:R:3 method="wB97M-V/def2-TZVPD" orbital_gap_ev="7.7 / 8.3" charge=+1 homo_ev="-12.30 / -12.40" e_above_lowest_kcal_mol=139.3 e_tot_ev=-17392.594
C -0.89 -1.07 0.54
C 0.51 -1.28 -0.10
C -0.40 1.64 -0.66
C 0.87 1.40 -0.09
N -1.73 -0.56 -0.49
N 1.40 -0.01 -0.09
O -0.19 1.69 0.73
I -3.58 -0.16 0.00
H -1.08 -2.11 0.99
H -0.95 -0.35 1.51
H 0.87 -2.20 0.34
H 0.51 -1.45 -1.21
H -1.05 2.37 -1.27
H 1.66 2.05 -0.17
H 1.94 0.03 0.81
H 2.09 0.02 -0.84

=====

Q: What is the charge in the first record?
A: +1

=====

Q: Which value of charge does entry 5 give?
A: 0